Record 1
The following is a DFT calculation (the ωB97M-V functional and the def2-TZVPD basis) of an isolated molecule of C18H20ClN3O4S in a non-equilibrium geometry.

Each line ends with the natural charge from an NBO analysis.
Geometry (Å):
1 O -5.21376 -0.34174 1.05362  -0.618
2 C -4.46059 -0.88144 0.27652  0.656
3 C -3.92164 -2.29586 0.53395  -0.166
4 O -2.80866 -2.66951 -0.25496  -0.494
5 C -1.61634 -2.02369 -0.23694  0.268
6 C -0.74248 -2.47330 -1.23921  -0.244
7 C 0.50951 -1.92772 -1.41384  -0.168
8 C 0.91679 -0.90105 -0.58099  -0.355
9 S 2.50816 -0.11687 -0.83569  2.317
10 O 2.29344 1.17785 -1.41541  -0.948
11 O 3.34376 -1.03559 -1.55908  -0.945
12 N 2.98973 0.10545 0.75673  -0.668
13 C 3.59748 -1.08880 1.31396  -0.234
14 C 5.08873 -0.93601 1.01015  -0.425
15 C 5.32101 0.57172 1.16896  -0.427
16 C 3.92502 1.20070 0.97788  -0.239
17 C 0.09035 -0.44636 0.42208  -0.209
18 C -1.16889 -1.00337 0.61347  -0.032
19 Cl -2.10014 -0.35132 1.92605  0.031
20 N -4.06695 -0.34688 -0.89752  -0.613
21 C -4.22872 1.06570 -1.19033  -0.249
22 C -2.98233 1.80662 -0.78039  -0.076
23 C -1.80909 1.70405 -1.52081  -0.187
24 C -0.66070 2.32697 -1.06215  -0.247
25 C -0.73554 3.02726 0.13359  0.023
26 N -1.84200 3.13004 0.84944  -0.414
27 C -2.93250 2.53273 0.40523  0.038
28 H -3.72745 -2.40629 1.60432  0.218
29 H -4.70090 -3.01237 0.25370  0.222
30 H -1.09700 -3.27054 -1.87382  0.234
31 H 1.17835 -2.27849 -2.18283  0.247
32 H 3.40643 -1.10262 2.39102  0.201
33 H 3.15067 -1.96841 0.85271  0.224
34 H 5.26455 -1.24165 -0.02084  0.229
35 H 5.71308 -1.53080 1.67331  0.217
36 H 6.03214 0.94638 0.43613  0.221
37 H 5.70127 0.79986 2.16459  0.208
38 H 3.60779 1.74372 1.87264  0.202
39 H 3.86751 1.87341 0.12305  0.237
40 H 0.42942 0.34696 1.06767  0.258
41 H -3.40791 -0.85427 -1.46798  0.401
42 H -4.42333 1.18264 -2.25960  0.209
43 H -5.08939 1.41445 -0.61621  0.242
44 H -1.79415 1.14187 -2.44537  0.210
45 H 0.27313 2.25007 -1.59520  0.249
46 H 0.13436 3.52569 0.54006  0.193
47 H -3.81218 2.63080 1.02838  0.200

Output
SMILES string: O=C(COc1ccc(S(=O)(=O)N2CCCC2)cc1Cl)NCc1cccnc1
relative energy (zero: lowest compared OMol25 entry of this formula, charge and spin): 1.671 eV
charge: 0

***

Record 2
The following is a DFT calculation (the ωB97M-V functional and the def2-TZVPD basis) of a structure of composition C18H20ClO4PbS2 in a non-equilibrium geometry.

Each line ends with the natural charge from an NBO analysis.
Geometry (Å):
1 Pb -33.66675 1.93609 -2.12304  1.550
2 Cl -32.97040 -0.63613 -1.74824  -0.651
3 C -34.91777 -2.41880 0.96247  -0.844
4 S -34.62535 -2.17752 2.75505  1.214
5 O -35.43547 -3.07906 3.61147  -0.948
6 C -32.99680 -2.99927 2.77572  -0.837
7 H -34.46818 -1.63385 0.35850  0.224
8 H -35.96748 -2.59504 0.74312  0.260
9 H -34.35922 -3.34116 0.80425  0.232
10 H -32.22447 -2.51191 2.17719  0.211
11 H -33.01979 -4.01573 2.37258  0.241
12 H -32.72732 -3.13266 3.82148  0.254
13 C -31.68567 0.40246 1.52901  -0.821
14 S -32.06607 2.14633 1.29243  1.301
15 O -32.31577 2.31349 -0.20201  -1.095
16 C -33.67665 2.25797 2.09663  -0.825
17 H -30.65585 0.32164 1.18233  0.259
18 H -32.32062 -0.30044 0.99691  0.260
19 H -31.72248 0.21256 2.60250  0.256
20 H -33.84291 3.33379 2.17007  0.253
21 H -33.69153 1.81954 3.09239  0.272
22 H -34.50158 1.84200 1.51706  0.238
23 C -36.51429 -2.25569 -3.38531  -0.209
24 C -35.66805 -3.09290 -2.64138  -0.200
25 C -35.47771 -4.40143 -3.05029  -0.185
26 C -36.19384 -4.87966 -4.13683  -0.042
27 C -37.07409 -4.08457 -4.84197  -0.145
28 C -37.24747 -2.75260 -4.43899  -0.156
29 C -37.94383 -4.56414 -5.97260  0.539
30 O -38.72364 -3.80970 -6.50347  -0.516
31 C -37.88611 -5.99628 -6.28039  -0.077
32 C -38.73132 -6.54566 -7.24708  -0.174
33 C -38.63537 -7.87252 -7.61717  -0.187
34 C -37.70418 -8.67455 -6.94888  -0.176
35 C -36.85575 -8.17920 -5.98196  -0.162
36 C -36.98732 -6.83844 -5.62509  -0.140
37 C -36.09423 -6.32650 -4.52888  0.539
38 O -35.35272 -7.06899 -3.92734  -0.516
39 H -36.48648 -1.19071 -3.18315  0.190
40 H -35.04400 -2.64430 -1.88106  0.206
41 H -34.87373 -5.01057 -2.39196  0.238
42 H -37.92366 -2.13985 -5.01965  0.242
43 H -39.34948 -5.91486 -7.87351  0.237
44 H -39.17490 -8.31976 -8.43881  0.227
45 H -37.58829 -9.68127 -7.33389  0.219
46 H -36.09319 -8.79381 -5.52752  0.245

Output
charge: +1

***

Record 3
The following is a DFT calculation (the ωB97M-V functional and the def2-TZVPD basis) of an isolated molecule of C18H20FN3O6S.

Each line ends with the natural charge from an NBO analysis.
Geometry (Å):
1 O 0.15203 2.40618 -1.11174  -0.632
2 C 0.03853 1.26775 -1.53340  0.591
3 N 0.87129 0.64706 -2.37107  -0.582
4 C 2.05576 1.25577 -2.94574  -0.270
5 C 3.11843 0.24134 -3.18960  0.252
6 C 3.65106 -0.23686 -4.35100  -0.289
7 C 4.62018 -1.20026 -3.97818  -0.314
8 C 4.59956 -1.23988 -2.62001  0.096
9 O 3.69605 -0.37354 -2.13376  -0.407
10 C -1.14468 0.38215 -1.13837  0.594
11 O -1.21972 -0.78525 -1.48359  -0.639
12 N -2.06762 1.06140 -0.44850  -0.584
13 C -3.23895 0.44566 0.10670  -0.265
14 C -3.04915 0.10927 1.61034  0.240
15 O -4.17940 -0.52140 2.14681  -0.520
16 C -4.32213 -1.88937 1.79719  -0.070
17 C -3.06904 -2.68713 2.15038  -0.446
18 C -1.86948 -2.03016 1.46950  -0.239
19 N -1.82292 -0.61744 1.79925  -0.723
20 S -0.81356 -0.13880 3.04816  2.339
21 O -1.48034 0.83457 3.86116  -0.936
22 O -0.24923 -1.30238 3.66528  -0.934
23 C 0.47539 0.69918 2.12956  -0.370
24 C 1.37896 -0.05001 1.40005  -0.121
25 C 2.38448 0.58954 0.69706  -0.309
26 C 2.44927 1.97242 0.74717  0.423
27 F 3.42792 2.59499 0.06447  -0.324
28 C 1.54725 2.73364 1.46956  -0.258
29 C 0.54746 2.07879 2.16692  -0.169
30 H 0.62181 -0.29923 -2.63302  0.430
31 H 1.80689 1.73727 -3.89841  0.216
32 H 2.39295 2.02621 -2.24540  0.246
33 H 3.39226 0.06308 -5.34552  0.229
34 H 5.23956 -1.77778 -4.63240  0.232
35 H 5.15669 -1.81840 -1.91024  0.206
36 H -1.81280 2.00494 -0.18172  0.429
37 H -4.10189 1.10698 0.00577  0.218
38 H -3.41107 -0.47065 -0.46135  0.224
39 H -2.94713 1.04128 2.17797  0.221
40 H -4.54363 -1.99182 0.72561  0.160
41 H -5.18753 -2.23166 2.36802  0.201
42 H -2.91420 -2.65926 3.23026  0.218
43 H -3.17619 -3.72187 1.82711  0.218
44 H -1.91778 -2.13303 0.38031  0.223
45 H -0.93955 -2.46713 1.82983  0.238
46 H 1.29624 -1.12446 1.40051  0.226
47 H 3.10464 0.04074 0.11206  0.249
48 H 1.62976 3.80808 1.47073  0.237
49 H -0.17644 2.61947 2.75529  0.244

Output
SMILES string: O=C(NCc1ccco1)C(=O)NC[C@H]1OCCCN1S(=O)(=O)c1ccc(F)cc1
relative energy (zero: lowest compared OMol25 entry of this formula, charge and spin): 0.000 eV
charge: 0

***

| no. | LUMO level (eV) | HOMO level (eV) |
| --- | --- | --- |
| 1 | 0.5 | -9.2 |
| 2 | -6.1 | -11.3 |
| 3 | 0.6 | -9.1 |